1.
The following is a quantum chemistry calculation of a cluster of 10 separate species, C32H52F32O10S6 in total, from the Open Molecules 2025 dataset.

```
! RIJCOSX wB97M-V def2-TZVPD def2/J DEFGRID3
* xyz 0 1
S 1.1415 0.4118 2.0776
S -3.2329 2.8257 0.0839
S 5.5754 1.5948 -0.7729
S -1.7510 3.2758 6.9108
S -3.5426 -1.1646 4.1966
S 1.2728 -3.5058 2.9060
F 2.1904 4.9608 4.8543
F -3.3501 0.4938 -5.5821
F 1.1355 -7.1961 -6.0400
F 4.6167 -2.6682 -4.3151
F 2.2521 -8.6141 -7.3698
F 0.2051 3.4943 -5.4938
F 1.0546 0.8321 -3.4073
F -3.6120 -5.0091 -0.5226
F -0.1920 6.0642 -1.8493
F 1.3603 8.7654 -0.1124
F -3.0150 2.3672 -6.6898
F 1.3277 1.6493 -6.0503
F -3.3349 -8.6984 2.4074
F 2.3137 4.7653 2.2400
F -5.6413 -4.3078 -0.0601
F -4.6058 1.9725 -3.5006
F 4.0004 -2.9860 -6.4099
F 2.4555 7.0264 -1.0042
F 0.1349 5.2655 2.5899
F -2.7932 -2.5823 1.1835
F -3.9063 -8.5325 4.5391
F 2.0854 -1.9039 -4.4327
F 2.1501 2.7628 -3.6966
F -5.4758 -6.2075 3.6667
F -3.5979 -2.3383 -0.8636
F 2.4841 7.1089 4.3369
F -5.4976 2.3794 -5.4767
F 4.0792 -7.5701 -5.5237
F 4.3166 -6.5582 -7.4615
F 0.1865 8.1183 -2.5591
F 1.8601 -4.0320 -3.8409
F -3.2941 -6.1319 3.8928
O -4.3053 -1.6686 3.0118
O 3.1686 -5.5728 -5.7949
O 5.6587 1.5525 0.7073
O -4.3467 2.6554 1.0503
O 0.8639 6.7275 0.5717
O -0.0470 -3.3404 2.2477
O -2.6259 4.0805 6.0106
O -2.0252 2.0188 -4.7047
O -4.3198 -4.7258 1.6084
O 0.1255 1.2977 2.7109
C 2.1801 -7.3434 -6.9267
C 2.2976 -4.7061 2.0394
C 2.0197 1.5395 0.9735
C 1.6564 5.9966 4.1396
C -2.6792 1.2129 -0.5612
C 3.4795 -6.7084 -6.4223
C -3.8225 -2.8138 0.3945
C -1.9083 -0.8164 3.5563
C 3.8056 -3.4254 -5.1037
C 0.4998 -0.5737 0.7204
C 4.2165 -4.8862 -5.0798
C -4.3942 2.4666 -4.7190
C -4.3530 -4.2407 0.3235
C -0.5036 4.5150 7.4267
C 0.4043 2.1744 -5.2036
C 0.9634 2.1144 -3.7885
C 0.0705 7.3250 -1.4669
C 7.1554 1.1044 -1.5466
C 5.4044 3.3021 -1.3255
C -3.1903 1.8672 -5.4585
C 1.2845 7.4650 -0.5324
C 1.5392 6.9866 1.7925
C 0.9511 -4.4784 4.4004
C -0.9326 1.4846 -5.4318
C -1.8348 3.1639 1.1896
C 1.4366 5.7248 2.6269
C -4.2519 -8.1373 3.2716
C -0.6667 2.2493 5.8849
C -4.2861 0.4682 4.3787
C 2.3017 -3.1831 -4.8247
C -4.2175 -6.1278 1.7113
C -4.3112 -6.6189 3.1196
H 1.0065 7.8470 2.1952
H 1.7546 -5.5435 1.5836
H -4.8033 0.8171 3.4897
H -4.9970 0.4353 5.2112
H 1.2808 -1.1680 0.2511
H 2.5976 7.2602 1.8092
H -0.8327 4.8872 8.3949
H -1.2817 -0.2920 4.2876
H -0.7111 0.4334 -5.1967
H -3.3913 -6.4899 1.1057
H 2.8277 1.0585 0.4150
H 5.0969 -5.0371 -5.7022
H -0.8534 2.8495 0.8280
H 0.7186 -5.5252 4.2086
H -1.9101 -0.1471 2.6973
H 7.9817 1.6427 -1.0928
H 7.0407 1.1353 -2.6267
H -1.9774 2.4553 2.0060
H 1.8390 -6.7308 -7.7788
H 4.2534 -5.3086 -4.0808
H -0.8136 7.6503 -0.9148
H -3.6346 1.2663 4.7590
H 0.4821 4.0548 7.4823
H -1.3145 -1.6991 3.3161
H -0.4492 5.3635 6.7489
H 1.7786 -3.4592 -5.7430
H 5.9296 3.6114 -2.2255
H 0.2254 -3.9249 4.9840
H -1.8437 4.2113 1.4599
H 7.1875 0.0469 -1.2814
H -1.6640 1.3498 -0.9631
H 4.3378 3.4784 -1.4814
H -1.0558 1.5691 -6.5133
H -5.1121 -6.5542 1.2254
H 2.4780 2.2958 1.6014
H 0.7050 6.2439 4.6249
H -3.1383 0.9981 -1.5283
H 1.9083 -4.5534 4.9297
H -0.3228 -1.2399 0.9754
H -2.6895 0.4214 0.1819
H 2.5663 -4.1846 1.1157
H 0.2778 2.7213 -3.1823
H -4.6384 -2.1985 0.7859
H 5.6516 3.9513 -0.4814
H -4.2811 3.5511 -4.6340
H 0.1399 0.0724 -0.0842
H 3.1183 -5.0887 2.6369
H -0.4853 2.6842 4.9058
H -5.2025 -8.6404 3.0564
H 0.2330 2.0069 6.4510
H -1.1832 1.2947 5.7754
H 1.3530 1.8677 0.1834
*
```

Results
HOMO-LUMO gap   0.306 Eh
Maximum force   3.267 eV/Å
Energy above the lowest of the compared OMol25 structures with the same formula, charge and spin   0.00 kJ/mol
Highest occupied orbital energy   -8.28 eV

Here are the Mulliken charges for atoms 1 to 2, given in e: 0.41, 0.45

2.
The following is a quantum chemistry calculation of the molecule C3H7ClN2, from the Open Molecules 2025 dataset.

```
! RIJCOSX wB97M-V def2-TZVPD def2/J DEFGRID3
* xyz 0 1
Cl 1.9872 -0.7799 0.0683
N -0.8394 0.0649 -0.3459
N -2.1399 0.2878 -0.0510
C -2.9812 -0.6575 0.0647
C 1.4509 0.8920 -0.2126
C 0.0423 1.1054 0.3145
H -0.0076 1.0890 1.3885
H -0.5679 -0.8950 -0.1271
H -4.0303 -0.4387 0.0309
H 2.1476 1.5485 0.2592
H -2.7188 -1.7238 0.2354
H -0.3351 2.0805 0.1394
H 1.5129 1.0897 -1.3086
*
```

Results
HOMO-LUMO gap   0.364 Eh
Maximum force   2.242 eV/Å
Energy above the lowest of the compared OMol25 structures with the same formula, charge and spin   174.26 kJ/mol
SMILES   C=NNCCCl
Highest occupied orbital energy   -8.87 eV

Here are the natural (NBO) charges for atoms 1 to 2, given in e: -0.07, -0.43

3.
The following is a quantum chemistry calculation of the ion CH3O3S2 with charge -1, from the Open Molecules 2025 dataset.

```
! RIJCOSX wB97M-V def2-TZVPD def2/J DEFGRID3
* xyz -1 1
S 3.0390 -0.3635 1.4625
S 1.0107 -1.2302 1.2755
O 0.9462 -2.5641 0.7022
O 0.2797 -1.0628 2.5314
O 3.9193 -1.4063 0.7872
C 0.0232 -0.1811 0.0900
H -1.0327 -0.3526 0.2290
H 0.3573 -0.3424 -0.9225
H 0.2801 0.8296 0.4118
*
```

Results
HOMO-LUMO gap   0.248 Eh
Maximum force   1.674 eV/Å
Energy above the lowest of the compared OMol25 structures with the same formula, charge and spin   169.09 kJ/mol
SMILES   CS(=O)(=O)S[O-]
Highest occupied orbital energy   -2.94 eV

Here are the natural (NBO) charges for atoms 1 to 2, given in e: 0.37, 1.83

4.
The following is a quantum chemistry calculation of a cluster of 4 separate species, C4H6Cl10 in total, from the Open Molecules 2025 dataset.

```
! RIJCOSX wB97M-V def2-TZVPD def2/J DEFGRID3
* xyz 0 1
Cl 7.1639 -21.5920 16.6610
Cl 4.3638 -18.1949 12.4953
Cl 10.1073 -22.1870 11.4030
Cl 4.0190 -20.7392 13.9258
Cl 8.1937 -20.6527 7.9846
Cl 5.2430 -20.6748 11.2543
Cl 7.3065 -23.4299 8.1284
Cl 5.4742 -23.9332 16.4539
Cl 8.5633 -19.7424 11.7015
Cl 7.8590 -23.7850 14.8203
C 5.0162 -19.8139 12.7799
C 6.5563 -22.8328 15.5680
C 6.8001 -21.7681 7.8627
C 8.7122 -21.4030 12.2290
H 6.4269 -21.6538 6.8494
H 7.8534 -21.9443 11.8478
H 5.9865 -22.3279 14.7995
H 6.0221 -21.4065 8.5235
H 8.7931 -21.4435 13.3066
H 5.9841 -19.6927 13.2470
*
```

Results
HOMO-LUMO gap   0.412 Eh
Maximum force   1.133 eV/Å
Energy above the lowest of the compared OMol25 structures with the same formula, charge and spin   18.80 kJ/mol
SMILES   ClC(Cl)Cl.ClC(Cl)Cl.ClCCl.ClCCl
Highest occupied orbital energy   -10.88 eV

Here are the natural (NBO) charges for atoms 1 to 2, given in e: 0.02, 0.03

5.
The following is a quantum chemistry calculation of the molecule C3H5NO3, from the Open Molecules 2025 dataset.

```
! RIJCOSX wB97M-V def2-TZVPD def2/J DEFGRID3
* xyz 0 1
O -0.9331 1.0160 -0.3750
O -0.7889 -0.8085 -1.6966
O 1.0461 -0.4041 2.2363
N 1.5750 -0.2675 0.0263
C -0.7258 0.2212 0.8010
C 0.7171 -0.1918 1.0855
C -0.9849 0.3725 -1.5388
H -1.2181 1.0806 -2.3458
H -1.3517 -0.6755 0.7579
H 1.2157 -0.5833 -0.8645
H -1.0436 0.8483 1.6337
H 2.4922 -0.6079 0.2801
*
```

Results
HOMO-LUMO gap   0.401 Eh
Maximum force   0.535 eV/Å
Energy above the lowest of the compared OMol25 structures with the same formula, charge and spin   65.07 kJ/mol
SMILES   NC(=O)COC=O
Highest occupied orbital energy   -10.15 eV

Here are the natural (NBO) charges for atoms 1 to 2, given in e: -0.49, -0.61

6.
The following is a quantum chemistry calculation of a structure of composition C31H27CeN5O7, from the Open Molecules 2025 dataset.

```
! RIJCOSX wB97M-V def2-TZVPD def2/J DEFGRID3
* xyz 1 2
Ce 1.6176 0.1359 -0.7379
O 0.3560 -1.7679 -0.4286
O 1.6060 1.2716 1.1526
O 0.8361 -8.2541 2.9317
O 2.4315 -2.1571 -0.1227
O 1.4291 -1.3906 -2.8956
O -6.0708 0.4751 1.0875
O -1.2837 -7.8226 2.6047
N 4.0722 0.0366 -1.2620
N -2.0562 5.3710 2.1972
N -0.1770 1.9315 -0.7182
N -3.3084 5.1474 2.1721
N -0.0814 -7.5564 2.5659
C -3.9094 3.8562 2.0137
C -3.4538 2.5592 2.3364
C 0.7546 2.2570 1.4356
C -0.4255 -4.3210 0.6997
C 0.2631 -6.2287 1.9605
C 3.5557 0.6645 -3.6133
C 1.5364 -5.7986 2.1488
C -4.2126 1.4780 1.9958
C 4.5694 0.3775 -2.4594
C 0.8977 -3.8249 0.8034
C -0.2871 3.8272 2.8975
C 4.8826 -0.3459 -0.2735
C -1.1580 3.6351 0.6939
C 1.8679 -4.5435 1.5444
C 6.2643 -0.4210 -0.4549
C -6.0229 2.8983 1.3014
C 0.6886 2.8168 2.6687
C -5.2309 3.9794 1.5964
C 2.5931 -1.7965 -3.5991
C -0.2241 2.6359 0.4507
C -7.3316 0.5368 0.4190
C 5.9289 0.4043 -2.6465
C 3.0824 -0.5908 -4.3912
C 6.8052 -0.0157 -1.6668
C -5.4719 1.6311 1.3704
C 1.2661 -2.5120 0.0970
C -1.1446 4.2866 1.9520
C -0.7401 -5.5493 1.2916
C -1.9075 3.3012 -1.5794
C -1.9408 4.0034 -0.4250
C -1.0443 2.2155 -1.6887
H -7.0307 3.0558 0.9629
H -8.0582 1.0689 1.0947
H 2.8370 -4.1183 1.6678
H -5.5825 5.0162 1.5160
H -2.4981 2.3858 2.7610
H 6.9114 -0.7352 0.3704
H 3.9838 1.3644 -4.3125
H -3.7984 0.4975 2.2264
H 2.7017 1.1655 -3.1639
H -0.9421 1.6523 -2.6306
H 4.4692 -0.6902 0.6765
H -7.6202 -0.4811 0.3098
H -7.2367 1.0702 -0.5120
H 2.2664 -0.1758 -5.0017
H 7.8742 -0.0713 -1.8311
H 2.1914 -6.4300 2.7321
H 2.3593 -2.6145 -4.2919
H 6.3130 0.6933 -3.5967
H -1.7594 -5.9098 1.2858
H 3.9055 -0.9375 -5.0294
H -1.2137 -3.7422 0.1651
H -2.5441 4.9047 -0.3909
H -0.4117 4.3619 3.8436
H 1.3087 2.5220 3.5050
H -2.4567 3.6472 -2.4188
H 3.2918 -2.2332 -2.8559
H 0.9170 -2.1030 -2.5077
*
```

Results
HOMO-LUMO gap (spin up / spin down)   0.266 / 0.266 Eh
Maximum force   2.322 eV/Å
Energy above the lowest of the compared OMol25 structures with the same formula, charge and spin   0.00 kJ/mol
Highest occupied orbital energy (spin up / spin down)   -10.10 / -10.10 eV

Here are the Mulliken charges for atoms 1 to 2, given in e: 1.01, -0.72

Number 1: E_tot -7587.50147 a.u.. Number 2: E_tot -688.15043 a.u.. Number 3: E_tot -1062.00564 a.u.. Number 4: E_tot -4757.91021 a.u.. Number 5: E_tot -397.81191 a.u.. Number 6: E_tot -2472.89342 a.u..